A structure of composition C2HLiO2 at a distorted geometry, computed with ωB97M-V/def2-TZVPD.

Geometry as XYZ:
```
6
Properties=species:S:1:pos:R:3:mulliken_charge:R:1
C 0.8728 0.9228 -0.3037 0.523
C 0.0528 0.0677 -0.8525 -0.880
H -0.4349 1.2502 -1.1022 0.132
O -0.5113 -1.8897 -0.4783 -0.909
Li -0.7018 -0.6742 1.0028 0.810
O 1.2341 1.2248 0.8685 -0.677
```

Its spin multiplicity is 2. The energy relative to the best compared isomer or geometry (same formula, charge and spin) is 3.2800 eV. Its charge is -1. The strongest force on any atom comes out at 5.0 eV/A. For the molecular weight, the calculation gives 63.97 Da. Its lowest unoccupied orbital energy (spin up / spin down) is 2.7 / 2.7 eV. As for the expectation value of S²: 0.775.

---

A structure of composition C37H54Br3N5O7PRe, computed with ωB97M-V/def2-TZVPD.

Geometry as XYZ:
```
108
Properties=species:S:1:pos:R:3:mulliken_charge:R:1
Re -0.2399 0.0334 0.7615 0.110
C 4.8286 -2.9716 5.8385 -1.579
C 3.8964 -3.7129 4.8702 1.856
C 4.7390 -4.3679 3.7739 -2.004
C 3.1482 -4.8168 5.6310 -1.697
C 2.9026 -2.7103 4.2872 0.320
C 3.0153 -2.2150 2.9950 -0.215
C 2.0665 -1.3159 2.5661 -0.128
Br 2.2376 -0.6221 0.7872 -0.021
C 0.9770 -0.8533 3.3050 0.598
O 0.0578 -0.0583 2.7170 0.987
C 0.9123 -1.2758 4.6476 -0.771
C 1.8646 -2.2077 5.0637 -0.743
C -0.0857 -0.8056 5.7224 2.343
C -0.9840 0.3657 5.3252 -1.423
C 0.7106 -0.3337 6.9515 -1.874
C -0.9819 -1.9890 6.1177 -1.742
H 5.5451 -3.6657 6.2820 0.444
H 4.2633 -2.5047 6.6472 0.325
H 5.3865 -2.1899 5.3199 0.337
H 5.3793 -5.1322 4.2150 0.437
H 5.3925 -3.6492 3.2765 0.354
H 4.1136 -4.8485 3.0189 0.417
H 3.8467 -5.6021 5.9231 0.467
H 2.3717 -5.2672 5.0101 0.345
H 2.6827 -4.4435 6.5437 0.369
H 3.8037 -2.5293 2.3270 0.474
H 1.7990 -2.5523 6.0863 0.141
H -0.3999 1.2726 5.1825 0.174
H -1.6885 0.5480 6.1398 0.636
H -1.5416 0.1880 4.4141 -0.249
H 1.3953 0.4720 6.6797 0.337
H 1.2956 -1.1345 7.4020 0.347
H 0.0249 0.0437 7.7126 0.475
H -1.5393 -2.3583 5.2535 0.193
H -1.6997 -1.6738 6.8777 0.490
H -0.4099 -2.8220 6.5260 0.330
Br -4.3289 3.0254 0.4681 -0.121
C -3.3079 2.8438 -1.1262 -0.070
C -3.7512 3.4787 -2.2790 -0.668
C -2.9904 3.3155 -3.4249 -0.648
C -1.8298 2.5566 -3.3657 -0.696
C -1.4983 1.9669 -2.1570 0.822
N -2.2324 2.0978 -1.0521 0.577
C -0.2279 1.1573 -2.0489 -0.358
O 0.7347 1.4494 -2.7140 -0.678
O -0.2630 0.1212 -1.2281 -0.233
H -4.6564 4.0676 -2.2707 0.506
H -3.2978 3.7831 -4.3507 0.458
H -1.1841 2.4188 -4.2208 0.546
Br -1.6729 -3.7467 -2.9362 -0.091
C -2.0214 -4.4480 -1.2143 0.009
C -2.9604 -5.4669 -1.1108 -0.518
C -3.2681 -5.9986 0.1310 -0.643
C -2.6518 -5.5043 1.2735 -0.731
C -1.7344 -4.4737 1.1643 -0.283
C -1.3970 -3.9416 -0.0799 0.587
C -0.3890 -2.8271 -0.1394 -0.121
O 0.5540 -2.7969 -0.8794 -0.554
O -0.6785 -1.9023 0.7854 0.393
H -3.4379 -5.8428 -2.0049 0.441
H -3.9879 -6.8032 0.2027 0.402
H -2.8836 -5.9235 2.2435 0.431
H -1.2525 -4.0729 2.0473 0.556
C 0.1867 4.6129 -1.0128 -1.227
N -0.1257 4.5152 0.4141 0.653
C -0.5372 5.7951 0.9887 -1.132
P 0.7076 3.3622 1.2380 -0.707
O 0.4039 1.9903 0.6543 0.503
N 2.3300 3.5658 1.1384 0.525
C 2.8773 4.8509 1.5668 -1.228
C 3.1521 2.8747 0.1461 -0.719
N 0.2766 3.5851 2.8114 0.232
C 1.1441 2.9959 3.8441 -1.296
C -1.1553 3.3522 3.0825 -0.611
H -0.7157 4.8579 -1.5744 0.280
H 0.5835 3.6744 -1.3955 0.332
H 0.9282 5.3984 -1.1914 0.419
H -1.5510 6.0349 0.6606 0.293
H 0.1294 6.5956 0.6553 0.278
H -0.5171 5.7605 2.0732 0.442
H 2.2415 5.3036 2.3265 0.350
H 2.9737 5.5444 0.7254 0.307
H 3.8671 4.6969 1.9988 0.414
H 2.6153 2.0324 -0.2788 0.076
H 4.0709 2.5146 0.6120 0.280
H 3.4171 3.5542 -0.6688 0.252
H 1.0695 1.9082 3.8703 0.337
H 2.1797 3.2801 3.6758 0.424
H 0.8296 3.3935 4.8094 0.416
H -1.3818 3.7319 4.0790 0.403
H -1.4036 2.2888 3.0442 -0.076
H -1.7754 3.8791 2.3618 0.324
C -3.6496 -1.3692 2.9656 -0.826
N -3.9024 -1.4076 1.5290 0.426
C -5.0266 -2.1997 1.0286 -1.039
C -3.1100 -0.7418 0.7171 0.347
C -3.2888 -0.9048 -0.7539 -1.256
O -2.2361 0.0365 1.2407 -0.210
H -4.1672 -2.2049 3.4280 0.497
H -3.9988 -0.4333 3.4027 0.332
H -2.5808 -1.4647 3.1344 0.010
H -5.6316 -2.5039 1.8768 0.411
H -4.6703 -3.0945 0.5152 0.290
H -5.6479 -1.6131 0.3548 0.314
H -3.6115 -1.9115 -1.0067 0.694
H -2.3578 -0.6916 -1.2663 -0.181
H -4.0489 -0.2000 -1.1003 0.475
```

Its spin multiplicity is 4. The energy relative to the best compared isomer or geometry (same formula, charge and spin) is 0.3034 eV. Its charge is +1. The strongest force on any atom comes out at 0.4 eV/A. For the molecular weight, the calculation gives 1137.76 Da. Its lowest unoccupied orbital energy (spin up / spin down) is -2.2 / -3.0 eV. As for the expectation value of S²: 3.763.

---

- Which of these has the lowest energy relative to the best compared isomer or geometry (same formula, charge and spin)?
  C37H54Br3N5O7PRe

---

- Which value of strongest force on any atom does entry 1 give?
  5.0 eV/A

---

- The lowest molecular weight belongs to which entry?
  C2HLiO2